# 1
Molecular formula: C19H48IrO4P2SSi
Method: DFT, wB97M-V/def2-TZVPD

Geometry as XYZ:
```
76
Properties=species:S:1:pos:R:3:lowdin_charge:R:1
Ir 0.293 -0.037 -2.578 0.498
S 0.332 0.303 -0.098 0.687
P -0.109 2.178 -3.168 0.618
P -0.097 -2.226 -3.166 0.628
Si 0.317 -0.377 1.854 0.019
O 0.419 0.999 2.803 -0.033
O 3.335 -0.018 -2.785 0.115
O -0.992 -1.241 2.337 -0.090
O 1.687 -1.226 2.277 -0.092
C 2.175 -0.031 -2.704 -0.419
C -2.304 -1.696 1.912 -0.609
C -3.348 -1.292 2.954 -0.022
C -0.253 -2.624 -4.944 -0.236
C -1.697 1.710 3.733 0.021
C 3.149 0.270 3.572 -0.021
C -1.537 -3.070 -2.424 -0.243
C 3.504 -0.014 1.126 -0.041
C 1.367 3.162 -2.731 -0.231
C -2.675 -1.123 0.557 -0.046
C -1.447 3.045 -2.267 -0.236
C -0.890 2.675 1.583 -0.064
C -0.468 2.133 2.941 -0.590
C 0.294 3.227 3.684 -0.006
C 3.963 -1.884 2.705 -0.018
C -0.443 2.612 -4.911 -0.235
C 3.049 -0.700 2.407 -0.619
C -2.275 -3.222 1.873 -0.012
C 1.316 -3.205 -2.564 -0.226
H -2.025 -3.626 2.861 0.108
H 2.245 -2.829 -3.007 0.050
H -3.695 -1.446 0.309 0.118
H 0.066 0.037 -4.183 -0.021
H -1.555 3.544 1.720 0.123
H -2.465 -2.565 -2.720 0.060
H -2.327 2.593 3.923 0.122
H 1.382 -3.114 -1.474 0.053
H 3.492 -0.708 0.279 0.087
H -1.155 -2.149 -5.352 0.060
H 0.350 2.201 -5.546 0.056
H 3.716 -2.319 3.677 0.100
H -1.420 -0.490 -2.451 -0.004
H -0.320 -3.711 -5.086 0.066
H -2.004 -1.488 -0.229 0.028
H 2.239 2.786 -3.276 0.053
H -1.570 -4.110 -2.784 0.072
H 4.536 0.339 1.258 0.112
H -0.381 4.080 3.847 0.109
H -1.408 1.264 4.695 0.122
H -2.657 -0.026 0.552 0.077
H 2.889 -0.238 4.506 0.108
H 0.646 2.878 4.663 0.109
H 5.006 -1.560 2.750 0.102
H 4.185 0.632 3.647 0.112
H 2.482 1.126 3.447 0.064
H -1.459 4.104 -2.568 0.070
H -1.464 -3.081 -1.330 0.024
H -2.417 2.599 -2.520 0.056
H -4.217 -1.957 2.868 0.104
H -2.952 -1.388 3.973 0.110
H -3.271 -3.592 1.601 0.103
H 2.876 0.850 0.880 0.060
H 1.563 3.080 -1.656 0.043
H -3.723 -0.276 2.789 0.080
H -1.413 0.430 -2.602 -0.004
H 1.145 3.583 3.087 0.103
H -1.402 2.181 -5.226 0.061
H -1.301 2.985 -1.180 0.020
H 3.888 -2.655 1.937 0.094
H 1.204 4.215 -2.993 0.070
H -2.276 0.972 3.168 0.057
H -1.565 -3.599 1.129 0.084
H -0.479 3.704 -5.032 0.067
H 0.618 -2.237 -5.487 0.056
H -0.011 2.991 1.004 0.085
H 1.178 -4.257 -2.841 0.073
H -1.437 1.922 0.997 0.040
```

Computed properties:
Total charge: +2
Kohn-Sham gap (spin up / spin down) in eV: 5.79 / 4.82
E in Eh: -2527.74052
LUMO energy (spin up / spin down) in eV: -4.6880 / -11.0374
Multiplicity: 6
HOMO level (spin up / spin down) in eV: -10.48 / -15.86
<S²>: 8.768


# 2
Molecular formula: C19H48O3P2S
Method: DFT, wB97M-V/def2-TZVPD

Geometry as XYZ:
```
73
Properties=species:S:1:pos:R:3:lowdin_charge:R:1
S -4.469 -1.251 2.072 0.032
P -4.817 -2.135 0.353 0.072
P -4.103 -4.214 0.304 0.671
O 0.583 3.078 -4.619 -0.157
O 2.445 -4.883 -0.372 -0.176
O -0.221 4.545 3.000 -0.174
C -2.573 -4.208 1.335 -0.488
C 0.031 -1.791 -0.264 -0.189
C -1.647 2.227 -4.008 -0.073
C 0.013 5.453 -4.292 -0.080
C 1.864 -7.248 -0.742 -0.077
C -0.306 2.056 0.522 -0.091
C 0.371 -0.295 -0.098 -0.212
C 4.882 -5.243 -0.367 -0.079
C 3.593 -5.116 0.425 -0.280
C -0.232 2.575 -3.577 -0.283
C 0.137 4.271 -5.238 -0.283
C -1.125 -2.272 0.610 -0.258
C -1.279 5.536 4.992 -0.080
C 2.089 5.030 3.704 -0.079
C 2.135 -5.875 -1.333 -0.282
C -1.285 -3.783 0.605 -0.279
C -0.769 0.596 0.359 -0.269
C 0.859 5.455 2.919 -0.281
C -0.740 4.299 4.294 -0.281
H -0.263 -1.962 -1.298 0.111
H -1.009 2.554 1.181 0.062
H 1.109 5.509 1.859 0.118
H 0.966 5.649 -3.800 0.081
H -4.171 -1.446 -0.695 -0.070
H -1.326 -4.120 -0.430 0.088
H 4.868 -6.100 -1.042 0.066
H 1.891 4.971 4.776 0.065
H -0.284 6.345 -4.845 0.076
H -1.044 -1.926 1.637 0.114
H -2.759 -3.579 2.199 0.034
H 0.009 3.799 4.919 0.108
H 5.727 -5.369 0.311 0.077
H -1.550 0.585 -0.404 0.104
H 0.721 0.087 -1.056 0.099
H 2.739 -7.656 -0.233 0.066
H 1.207 -0.202 0.596 0.108
H -1.630 1.496 -4.817 0.081
H 1.051 -7.197 -0.016 0.078
H 5.050 -4.348 -0.968 0.082
H 0.265 1.670 -3.225 0.112
H 2.431 4.049 3.373 0.079
H -1.186 0.289 1.309 0.093
H 3.659 -4.254 1.089 0.118
H 1.237 -5.515 -1.837 0.115
H -0.291 2.582 -0.426 0.051
H -1.708 5.263 5.958 0.077
H -1.550 3.585 4.146 0.118
H -2.196 3.101 -4.360 0.066
H -2.464 -5.245 1.636 0.056
H 0.892 -2.419 -0.046 0.099
H -6.181 -2.165 0.024 -0.071
H -2.046 -1.839 0.228 0.051
H 0.539 6.460 3.218 0.107
H -2.201 1.806 -3.167 0.070
H -0.419 -4.256 1.068 0.107
H -0.501 6.279 5.172 0.065
H 0.885 4.494 -6.000 0.117
H 0.665 2.035 1.011 0.071
H -0.807 4.099 -5.767 0.106
H 1.585 -7.947 -1.531 0.077
H -3.570 -4.353 -0.997 -0.091
H -2.056 6.006 4.388 0.081
H 2.894 5.750 3.557 0.076
H -0.246 3.273 -2.733 0.095
H -0.733 5.281 -3.515 0.066
H 2.921 -5.931 -2.094 0.108
H 3.443 -5.995 1.063 0.107
```

Computed properties:
Total charge: 0
Kohn-Sham gap in eV: 9.15
E in Eh: -2059.25478
LUMO energy in eV: 0.6741
Multiplicity: 1
HOMO level in eV: -8.47
SMILES: CCCCCCCP[PH2]=S.CCOCC.CCOCC.CCOCC


# 3
Molecular formula: C19H49BGaNO11P
Method: DFT, wB97M-V/def2-TZVPD

Geometry as XYZ:
```
83
Properties=species:S:1:pos:R:3:lowdin_charge:R:1
Ga 3.748 -0.883 -0.603 0.378
P -0.468 -1.983 -0.168 0.473
O 2.750 7.566 -1.447 -0.191
O 5.744 7.160 -0.800 -0.130
O 3.698 -1.362 1.227 -0.344
O -8.072 -5.681 1.862 -0.192
O -4.616 -4.596 1.200 -0.195
O -2.026 -1.594 -0.157 -0.236
O -6.908 -2.867 2.318 -0.128
O 6.218 -0.173 -2.306 0.000
O 4.685 4.501 -1.909 -0.197
O 0.118 -2.000 1.179 -0.242
O -0.548 -3.431 -0.825 -0.223
N 6.637 0.350 0.078 0.059
C -3.561 -4.330 0.288 -0.091
C -8.972 -6.440 2.629 -0.121
C -7.511 -3.432 1.169 -0.190
C -2.053 0.250 1.521 -0.072
C 1.702 8.255 -0.813 -0.119
C -4.591 -3.692 2.287 -0.208
C 0.890 0.400 -0.827 -0.328
C 5.103 7.594 -1.986 -0.190
C 2.384 0.581 -1.094 -0.288
C 5.171 6.045 -0.127 -0.182
C 0.676 -4.199 -0.706 -0.261
C 0.348 -0.940 -1.365 -0.234
C -2.337 -0.213 0.091 -0.260
C -5.929 -3.653 2.986 -0.182
C 5.485 4.712 -0.763 -0.209
C -8.607 -4.427 1.476 -0.211
C 0.558 -5.242 0.396 -0.069
C 3.848 8.404 -1.749 -0.214
C 5.262 3.562 -2.796 -0.090
B 5.731 -0.160 -0.986 -0.619
H 3.255 -0.682 1.727 -0.048
H -9.224 -4.563 0.576 0.126
H -3.635 -3.322 -0.117 0.073
H -3.822 -4.009 3.007 0.132
H 6.132 1.072 0.581 0.033
H 1.197 -1.525 -1.734 0.052
H 2.532 0.763 -2.165 0.045
H 6.727 -0.402 0.757 0.045
H 0.323 1.204 -1.316 0.090
H 1.532 -3.551 -0.520 0.081
H 4.590 3.456 -3.646 0.089
H -0.333 -0.819 -2.212 0.099
H -9.242 -4.024 2.274 0.125
H 2.700 1.495 -0.579 0.036
H 3.621 8.981 -2.658 0.125
H 5.288 3.915 -0.032 0.128
H -2.945 0.724 1.932 0.066
H 5.386 2.587 -2.318 0.079
H 6.237 3.915 -3.156 0.089
H -1.246 0.976 1.562 0.067
H -0.056 -4.828 1.193 0.066
H 4.898 6.757 -2.658 0.124
H -7.980 -2.589 0.654 0.126
H 0.821 -4.665 -1.679 0.116
H -8.473 -7.372 2.891 0.086
H 5.629 6.052 0.864 0.126
H -3.643 -5.047 -0.528 0.091
H -1.846 0.424 -0.645 0.097
H -9.247 -5.915 3.552 0.087
H 5.827 8.254 -2.470 0.125
H -4.337 -2.684 1.938 0.128
H 2.035 8.699 0.133 0.087
H -9.886 -6.673 2.068 0.086
H -6.767 -3.869 0.500 0.125
H -5.786 -3.159 3.949 0.125
H 6.549 4.679 -1.027 0.129
H 1.544 -5.433 0.817 0.078
H 1.297 9.050 -1.454 0.085
H -2.587 -4.451 0.770 0.080
H -6.296 -4.665 3.172 0.121
H 0.915 7.534 -0.605 0.088
H -1.806 -0.600 2.152 0.071
H 6.568 -1.038 -2.529 0.067
H 4.027 9.107 -0.925 0.126
H -3.407 -0.137 -0.099 0.110
H 4.093 6.168 -0.005 0.122
H 0.125 -6.167 0.022 0.067
H 0.685 0.484 0.241 0.081
H 3.470 -2.189 -1.536 -0.049
```

Computed properties:
Total charge: -1
Kohn-Sham gap in eV: 6.09
E in Eh: -3926.76624
LUMO energy in eV: 2.3204
Multiplicity: 1
HOMO level in eV: -3.77


The lowest total charge belongs to which entry? C19H49BGaNO11P